The following is a DFT calculation (ωB97M-V/def2-TZVPD) of a molecular structure, C8H10LuO8P in a non-equilibrium geometry.

Each line ends with the Löwdin charge.
Cartesian coordinates (Å):
O 1.20 -3.03 -0.49  0.200
C 0.76 -1.97 -0.32  -0.105
Lu -0.28 -0.12 0.17  0.911
C -0.63 2.04 0.22  -0.104
O -0.98 3.13 0.35  0.202
C 1.75 0.84 -1.17  -0.154
O 1.94 1.97 -1.28  0.183
C -0.90 -0.05 -1.94  -0.090
O -1.39 -0.10 -2.98  0.209
C 1.35 0.28 1.64  -0.086
O 2.07 0.37 2.54  0.202
H 2.37 -0.09 -1.60  0.175
C -3.43 1.18 1.70  -0.165
O -3.33 0.40 0.52  -0.364
P -2.56 -1.16 0.89  1.062
O -3.62 -1.94 1.79  -0.287
C -3.72 -1.76 3.20  -0.080
O -1.17 -2.40 1.54  -0.431
C -0.56 -2.13 2.78  -0.211
H -3.60 2.16 1.22  0.113
H -2.50 1.20 2.30  0.077
H -4.29 0.89 2.37  0.117
H -3.03 -1.02 3.61  0.079
H -4.76 -1.46 3.47  0.131
H -3.48 -2.78 3.57  0.119
H -0.72 -1.10 3.17  0.075
H -1.00 -2.88 3.49  0.120
H 0.56 -2.29 2.64  0.102

Frontier orbital gap (alpha / beta) ... 0.2580 / 0.1795 Eh
E_tot ... -2488.77791 hartree
HOMO level (alpha / beta) ... -17.325 / -15.351 eV
LUMO (alpha / beta) ... -10.30 / -10.47 eV
Net charge ... +2

The following is a DFT calculation (ωB97M-V/def2-TZVPD) of a molecular structure, C37H38Cl5FeP2Se2Te in a non-equilibrium geometry.

Each line ends with the Löwdin spin population.
Cartesian coordinates (Å):
Fe -2.27 0.22 -0.26  3.581
Cl -3.23 -1.71 1.03  0.032
C -2.48 -2.75 -0.21  0.014
C -2.08 -2.10 -1.34  0.121
C -1.54 -2.87 -2.34  0.013
Cl -1.00 -2.08 -3.80  0.005
C -1.37 -4.25 -2.20  0.005
Cl -0.66 -5.19 -3.45  0.004
C -1.76 -4.87 -1.00  -0.006
Cl -1.53 -6.55 -0.78  -0.002
C -2.32 -4.11 0.03  0.004
Cl -2.79 -4.82 1.52  0.004
C -2.45 2.62 -4.29  0.004
Se -2.07 2.65 -2.39  0.020
C -3.84 3.24 -1.81  0.001
C -3.82 3.67 -0.37  0.009
Se -2.80 2.51 0.84  0.031
C -1.19 3.59 0.78  0.006
H -3.36 2.05 -4.48  0.000
H -1.61 2.14 -4.78  0.000
H -2.56 3.64 -4.65  0.001
H -4.53 2.41 -1.97  0.001
H -4.15 4.08 -2.44  0.000
H -4.83 3.74 0.03  0.000
H -3.34 4.64 -0.24  0.001
H -1.47 4.56 1.18  0.001
H -0.82 3.69 -0.24  0.000
H -0.47 3.13 1.42  0.000
C 1.27 0.67 -0.80  0.005
P 0.12 -0.14 0.39  0.024
C 0.70 -1.85 0.51  0.001
C 0.82 -2.50 1.73  0.002
C 1.16 -3.85 1.77  0.000
C 1.42 -4.54 0.61  0.002
C 1.36 -3.88 -0.61  0.000
C 1.00 -2.54 -0.66  0.001
C 0.28 0.55 2.06  0.005
C -0.62 0.07 3.02  0.003
C -0.64 0.60 4.30  0.000
C 0.23 1.63 4.63  0.003
C 1.11 2.13 3.68  0.000
C 1.13 1.59 2.40  0.003
P 3.15 0.79 -0.78  0.003
C 3.47 2.39 0.05  0.000
C 4.65 2.57 0.77  0.000
C 4.98 3.81 1.30  0.000
C 4.15 4.90 1.11  0.000
C 2.99 4.74 0.36  0.000
C 2.66 3.50 -0.17  0.000
C 3.70 -0.48 0.42  0.000
C 4.07 -1.70 -0.14  0.000
C 4.50 -2.75 0.65  0.000
C 4.59 -2.59 2.02  0.000
C 4.25 -1.37 2.60  0.000
C 3.80 -0.33 1.80  0.000
H 0.85 1.65 -1.04  0.000
H 1.05 0.10 -1.71  0.000
H 0.63 -1.98 2.66  0.000
H 1.24 -4.34 2.73  0.000
H 1.69 -5.59 0.64  0.000
H 1.60 -4.40 -1.53  0.000
H 0.96 -2.05 -1.62  0.000
H -1.31 -0.73 2.77  0.000
H -1.33 0.21 5.03  0.000
H 0.22 2.05 5.63  0.000
H 1.78 2.93 3.93  0.000
H 1.81 2.00 1.67  0.000
H 5.33 1.74 0.93  0.000
H 5.90 3.92 1.86  0.000
H 4.40 5.87 1.52  0.000
H 2.34 5.59 0.18  0.000
H 1.76 3.42 -0.76  0.000
H 4.03 -1.82 -1.22  0.000
H 4.78 -3.69 0.19  0.000
H 4.94 -3.40 2.64  0.000
H 4.33 -1.23 3.67  0.000
H 3.56 0.61 2.27  0.000
C -5.51 -2.10 -1.69  0.004
Te -4.31 -0.46 -2.29  0.068
C -4.39 -0.91 -4.37  0.019
H -5.00 -3.02 -1.99  0.000
H -6.47 -2.01 -2.19  0.001
H -5.64 -2.07 -0.62  0.000
H -5.41 -0.72 -4.70  0.004
H -4.12 -1.96 -4.51  0.000
H -3.68 -0.29 -4.90  0.000

Frontier orbital gap (alpha / beta) ... 0.2594 / 0.2379 Eh
E_tot ... -10750.69220 hartree
HOMO level (alpha / beta) ... -9.399 / -9.536 eV
LUMO (alpha / beta) ... -2.34 / -3.06 eV
Net charge ... +1
Multiplicity ... 5
<S²> ... 6.02

The following is a DFT calculation (ωB97M-V/def2-TZVPD) of C5H12N2O in the gas phase in a non-equilibrium geometry.

Each line ends with the Löwdin charge.
Cartesian coordinates (Å):
C 0.89 -0.37 -1.96  -0.113
C 0.86 -0.89 0.41  -0.252
C 0.86 -0.12 1.70  -0.272
C -0.43 -0.30 1.00  -0.259
C -2.28 0.61 -0.23  -0.144
H 0.76 -1.42 -2.32  0.087
H 1.54 0.19 -2.66  0.091
H -0.09 0.11 -1.92  0.055
H 2.49 -0.43 -0.63  0.141
H 0.95 -1.97 0.50  0.137
H 1.03 -0.68 2.63  0.150
H 1.65 1.31 0.73  0.067
H -1.10 -1.05 1.40  0.138
H -1.13 1.53 1.19  0.136
H -3.06 0.12 0.43  0.085
H -2.76 1.56 -0.56  0.088
H -2.14 0.00 -1.12  0.066
N 1.48 -0.21 -0.65  -0.111
N -1.01 0.86 0.41  -0.080
O 1.49 1.14 1.66  -0.012

Frontier orbital gap ... 0.3602 Eh
SMILES ... CN[C@@H]1[C@H](O)[C@@H]1NC
E_tot ... -382.39766 hartree
HOMO level ... -8.774 eV
LUMO ... 1.03 eV